Entry 1:
A structure of composition C25H50MgN2P2 in a non-equilibrium geometry, computed with ωB97M-V with the def2-TZVPD basis set.

HOMO energy (spin up / spin down)	-6.93 / -6.40	eV
LUMO energy (spin up / spin down)	-0.34 / -1.63	eV
total charge	0
2S+1	1

Positions of all 80 atoms, in Å:
P: 1.641 2.994 1.046
P: -0.968 -1.427 0.825
Mg: 1.636 0.532 -0.176
N: 0.297 -0.544 0.458
N: 2.656 0.115 -1.664
C: 3.518 -0.953 -1.220
C: 1.039 0.321 -3.580
C: -1.287 -4.215 1.653
C: -0.128 -1.298 3.422
C: 1.753 -0.527 -2.620
C: -2.497 -1.121 -0.266
C: 3.439 0.933 -2.542
C: 0.009 3.641 0.234
C: -1.316 0.664 2.564
C: 0.566 1.962 -1.710
C: -1.305 -0.869 2.556
C: -1.425 3.229 -3.299
C: -2.027 -1.160 -1.711
C: -0.464 -3.253 0.809
C: -1.124 3.717 -1.991
C: 1.002 -3.325 1.256
C: -0.720 2.145 -3.729
C: -3.689 -2.058 -0.079
C: 2.966 4.117 0.244
C: -0.473 -3.765 -0.623
C: -2.968 0.301 -0.062
C: 1.397 3.593 2.825
C: 0.266 1.459 -2.998
C: -0.167 3.050 -1.238
C: -2.571 -1.334 3.217
H: 4.351 1.186 -2.006
H: -0.167 -2.375 3.655
H: -0.845 1.689 -4.700
H: 1.061 -1.180 -2.087
H: -2.346 -4.164 1.325
H: -0.928 -5.239 1.440
H: -0.262 -0.808 4.409
H: -1.159 -0.531 -1.853
H: -2.234 3.665 -3.851
H: 0.026 -4.743 -0.685
H: 2.826 2.584 1.825
H: 1.803 0.796 -4.275
H: 3.088 -1.701 -0.580
H: -2.133 1.001 -0.132
H: 0.292 -0.273 -4.110
H: 3.000 1.899 -2.835
H: 1.537 -2.452 0.856
H: -3.704 0.613 -0.816
H: -2.266 1.124 2.318
H: 2.832 -0.264 1.826
H: 3.721 0.186 -3.329
H: -1.647 4.518 -1.484
H: -4.549 -1.729 -0.688
H: 2.722 4.096 -0.812
H: 1.506 -4.227 0.908
H: 0.359 3.449 3.190
H: 3.754 -1.419 -2.252
H: 3.908 3.686 0.522
H: -2.492 -0.957 4.261
H: -3.473 0.430 0.893
H: 2.755 5.083 0.708
H: -0.859 3.306 0.850
H: 1.130 -3.306 2.333
H: -3.454 -3.076 -0.437
H: 0.085 4.751 0.179
H: 1.845 4.582 2.908
H: -2.784 -0.821 -2.425
H: 2.043 2.897 3.402
H: -0.558 1.058 1.889
H: -1.096 -4.031 2.736
H: 2.409 -1.129 -3.240
H: 0.808 -0.984 2.982
H: -1.059 1.044 3.557
H: -2.604 -2.433 3.292
H: -4.047 -2.029 0.967
H: 0.082 -3.075 -1.292
H: -1.766 -2.158 -2.060
H: -3.461 -0.844 2.794
H: 4.384 -0.672 -0.713
H: -1.484 -3.948 -0.961

Entry 2:
A structure of composition C25H50N3O5SSiY, computed with ωB97M-V with the def2-TZVPD basis set.

HOMO energy	-14.77	eV
LUMO energy	-5.19	eV
total charge	+2
2S+1	1

Positions of all 86 atoms, in Å:
Y: -0.175 1.422 0.414
S: 2.075 2.451 1.587
Si: 0.949 -0.950 -1.059
O: 0.709 -0.790 0.626
O: 0.615 0.609 -1.374
O: -1.376 0.968 2.259
O: 2.476 -1.356 -1.358
O: -0.075 -2.056 -1.647
N: 3.470 1.156 -0.295
N: 4.519 1.515 1.707
N: -2.805 -0.003 3.740
C: 2.487 -1.445 -3.790
C: 4.566 -1.694 -2.421
C: 1.842 -2.898 1.188
C: -3.157 -0.273 5.133
C: -0.264 3.865 -1.104
C: 0.649 5.349 0.721
C: 3.443 1.632 0.936
C: -1.738 0.688 3.429
C: -0.350 4.359 0.204
C: -1.453 -1.966 -2.072
C: -3.708 -0.544 2.730
C: 3.083 -2.018 -2.515
C: -3.705 2.913 1.285
C: 0.884 -1.824 1.666
C: -1.188 2.613 -3.081
C: -0.479 -2.427 1.956
C: -1.975 -3.394 -2.093
C: -1.265 3.053 -1.651
C: -1.490 -1.346 -3.459
C: -2.248 -1.127 -1.077
C: -2.472 3.177 0.474
C: 1.454 -1.109 2.880
C: 2.840 -3.512 -2.400
C: -2.355 2.702 -0.840
C: -1.436 3.962 0.992
H: -3.176 -1.349 5.299
H: 4.740 -0.624 -2.555
H: -3.489 2.909 2.352
H: -2.169 -1.532 -0.068
H: 1.772 -3.728 -2.397
H: -4.176 1.971 1.008
H: 5.397 1.175 1.344
H: 0.807 -0.290 3.198
H: -1.373 -4.000 -2.768
H: 4.514 1.925 2.626
H: 4.204 0.536 -0.606
H: 0.294 6.356 0.492
H: -1.315 3.477 -3.735
H: -1.195 -1.658 2.246
H: -4.693 -0.089 2.840
H: 1.428 -1.692 -3.872
H: 3.289 -4.029 -3.249
H: -2.423 0.182 5.793
H: 1.562 -1.803 3.714
H: -1.897 -0.086 -1.089
H: -1.028 -0.357 -3.450
H: 3.291 -3.908 -1.490
H: 2.632 1.174 -0.866
H: -4.432 3.707 1.099
H: 1.948 -3.644 1.978
H: -3.302 -1.103 -1.360
H: 0.771 5.277 1.800
H: -1.141 1.036 4.275
H: 1.621 5.219 0.251
H: -0.857 -2.953 1.079
H: 4.967 -2.017 -1.458
H: 2.826 -2.490 0.968
H: 2.437 -0.693 2.656
H: -1.927 -3.834 -1.096
H: -3.010 -3.424 -2.435
H: 0.572 4.168 -1.724
H: -1.970 1.894 -3.318
H: -3.315 -0.333 1.741
H: 2.607 -0.360 -3.813
H: -3.799 -1.620 2.868
H: -0.220 2.160 -3.292
H: -4.141 0.141 5.346
H: 1.461 -3.410 0.303
H: -2.519 -1.249 -3.808
H: -3.167 2.120 -1.263
H: -0.954 -1.974 -4.169
H: 5.120 -2.212 -3.204
H: 2.993 -1.857 -4.663
H: -1.514 4.336 2.007
H: -0.402 -3.148 2.771

Entry 3:
A cluster of 6 separate species, C25H50N6O9 in total in a non-equilibrium geometry, computed with ωB97M-V with the def2-TZVPD basis set.

SMILES	CC(C)[C@@H](C)COC1=C(N)C(=O)OC1=O.CNC(C)=O.CNC(C)=O.CNC(C)=O.CNC(C)=O.CNC(C)=O
HOMO energy	-9.16	eV
LUMO energy	0.11	eV
total charge	0
2S+1	1

Positions of all 90 atoms, in Å:
O: -1.426 -4.424 -0.050
O: -4.254 0.442 -4.080
O: -1.415 4.803 4.364
O: 6.646 0.237 -3.464
O: 4.088 -4.731 -1.432
O: -2.409 1.578 -3.623
O: -5.921 -0.841 -3.337
O: -2.091 0.814 3.371
O: -2.888 1.122 -0.766
N: -2.189 -5.328 -1.954
N: 0.632 4.791 3.478
N: -4.035 -1.703 -1.048
N: 3.882 -2.518 -1.719
N: -1.403 -1.314 3.530
N: 5.905 -0.629 -5.394
C: -4.619 2.754 1.745
C: 6.902 -0.313 -4.525
C: 1.896 5.344 3.028
C: -4.796 1.257 2.092
C: -1.180 -5.000 -1.100
C: -3.469 0.545 -1.805
C: -1.378 -0.011 3.921
C: -3.573 2.395 -0.557
C: 4.179 -3.606 -0.963
C: 8.314 -0.666 -4.923
C: 0.225 -5.371 -1.502
C: -4.037 -0.650 -1.967
C: -0.419 5.435 4.050
C: -2.097 -6.005 -3.235
C: -4.809 -0.532 -3.256
C: 3.930 -1.114 -1.339
C: 6.013 -1.278 -6.688
C: -2.013 2.642 1.397
C: -3.381 1.087 -3.201
C: -4.637 3.614 3.023
C: -0.303 6.924 4.269
C: 4.617 -3.366 0.461
C: -0.636 -2.427 4.057
C: -3.401 3.025 0.815
C: -0.445 0.365 5.047
H: -1.270 3.125 0.742
H: -4.640 2.362 -0.802
H: -0.036 -2.861 3.255
H: -5.632 3.506 3.459
H: -4.479 4.670 2.811
H: -3.396 4.114 0.715
H: -1.069 -6.250 -3.482
H: 4.817 -4.323 0.933
H: -2.685 -6.923 -3.197
H: 2.013 5.147 1.961
H: -3.151 3.080 -1.303
H: 8.590 -0.149 -5.843
H: -3.564 -1.449 -0.185
H: -1.810 1.586 1.344
H: 3.831 -2.858 1.020
H: -0.166 7.439 3.317
H: -4.324 0.574 1.388
H: 4.625 -0.596 -2.001
H: 5.531 -2.770 0.482
H: -4.480 1.099 3.118
H: -1.218 7.284 4.729
H: 0.316 -6.451 -1.615
H: -5.871 1.046 2.077
H: 8.412 -1.744 -5.059
H: -1.322 -3.189 4.431
H: -3.393 -2.376 -1.469
H: 4.249 -0.988 -0.311
H: 2.934 -0.685 -1.464
H: -2.047 -1.495 2.775
H: -5.505 3.044 1.166
H: -2.507 -5.358 -4.012
H: 1.947 6.414 3.200
H: 8.991 -0.353 -4.133
H: 0.019 -2.113 4.862
H: 5.607 -0.616 -7.455
H: 3.597 -2.747 -2.658
H: 0.914 -5.047 -0.728
H: -0.541 1.431 5.241
H: 0.495 -4.875 -2.435
H: -1.857 3.061 2.395
H: -3.102 -5.054 -1.624
H: 4.989 -0.365 -5.068
H: -3.890 3.241 3.723
H: 5.429 -2.200 -6.677
H: 0.532 7.146 4.934
H: 0.474 3.801 3.367
H: 2.712 4.856 3.564
H: 0.589 0.151 4.772
H: -0.706 -0.178 5.956
H: 7.043 -1.513 -6.931

Entry 4:
A structure of composition C25H50NO4PSiZn in a non-equilibrium geometry, computed with ωB97M-V with the def2-TZVPD basis set.

HOMO energy (spin up / spin down)	-7.24 / -7.51	eV
LUMO energy (spin up / spin down)	-1.40 / -1.24	eV
total charge	0
2S+1	1

Positions of all 83 atoms, in Å:
Zn: 0.374 0.211 -1.337
P: 1.294 2.449 -2.370
Si: -0.558 -0.708 1.305
O: -0.342 -2.053 2.215
O: -0.383 -1.181 -0.193
O: -2.024 0.061 1.627
O: 0.584 0.408 1.927
N: 1.266 -1.343 -2.444
C: -2.080 -0.525 -4.678
C: 2.222 2.542 -3.979
C: 2.168 -1.977 2.382
C: 1.981 3.836 -1.440
C: -0.901 1.799 -3.653
C: 2.363 -1.883 -1.610
C: 0.885 -2.769 2.648
C: 0.245 -2.414 -2.665
C: 0.668 -2.941 4.145
C: -0.302 3.052 -3.055
C: -4.340 -0.709 1.653
C: 0.929 -4.095 1.902
C: -1.751 1.902 -4.779
C: -0.263 2.722 2.258
C: 0.793 1.713 2.626
C: 2.152 2.216 2.176
C: -1.180 -1.903 -2.857
C: -2.308 0.722 -5.355
C: -0.626 0.554 -3.060
C: 1.853 -0.896 -3.728
C: -2.787 -1.582 3.389
C: -1.265 -0.565 -3.539
C: -3.132 -0.375 2.520
C: -3.386 0.842 3.393
C: 0.787 1.513 4.128
H: -3.664 -1.765 4.025
H: 2.614 -0.128 -3.542
H: 0.566 1.800 -0.774
H: -3.570 1.708 2.738
H: 2.131 2.425 1.094
H: -5.244 -0.888 2.223
H: 3.042 -1.043 -1.351
H: 1.813 1.895 -4.762
H: 2.409 -1.831 1.323
H: -0.038 -4.616 2.037
H: 1.440 -3.543 4.624
H: 2.129 4.732 -2.042
H: 2.942 1.480 2.416
H: -0.843 3.411 -2.172
H: 0.537 -2.971 -3.577
H: 1.548 0.774 4.415
H: -1.263 2.460 2.612
H: -1.693 -2.638 -3.492
H: 1.713 1.031 -0.725
H: 0.270 -3.060 -1.785
H: 2.232 -1.041 2.961
H: -4.153 -1.637 1.079
H: 2.972 -2.617 2.772
H: 0.682 -1.946 4.624
H: 1.706 -4.751 2.286
H: 2.928 3.455 -1.055
H: -0.311 -3.429 4.293
H: -1.973 -1.414 4.107
H: 1.149 -3.944 0.832
H: 1.324 4.043 -0.594
H: -0.152 3.856 -3.803
H: -2.519 1.026 4.041
H: -1.644 -1.893 -1.861
H: 2.327 -1.766 -4.218
H: -4.250 0.724 4.048
H: -2.518 -1.446 -5.033
H: 1.095 -0.481 -4.399
H: -0.243 2.946 1.191
H: 2.907 -2.646 -2.182
H: -4.551 0.133 0.973
H: 3.227 2.190 -3.748
H: -2.665 -2.524 2.827
H: 2.269 3.565 -4.371
H: -1.929 2.891 -5.205
H: -0.218 1.220 4.466
H: -0.027 3.660 2.761
H: -2.847 0.743 -6.254
H: 1.015 2.418 4.683
H: 2.450 3.134 2.647
H: 1.941 -2.325 -0.704

Entry 5:
A cluster of 7 separate species, C25H50O11 in total in a non-equilibrium geometry, computed with ωB97M-V with the def2-TZVPD basis set.

SMILES	CCOC(C)=O.CCOC(C)=O.CCOC(C)=O.CCOC(C)=O.CC(C)=O.CC(C)=O.CC(C)=O
HOMO energy	-8.78	eV
LUMO energy	0.51	eV
total charge	0
2S+1	1

Positions of all 86 atoms, in Å:
O: -0.173 -3.024 -2.977
O: -2.334 0.581 3.332
O: 4.333 2.287 3.559
O: 1.741 0.907 -2.868
O: 0.981 3.714 -1.193
O: 1.221 -1.201 -3.665
O: -1.874 1.224 1.063
O: -2.195 -1.943 -3.389
O: -1.750 -1.642 3.075
O: 1.782 -1.382 1.590
O: 0.788 -1.671 3.639
C: 0.576 -0.834 -4.785
C: -1.054 1.017 3.487
C: -1.287 -2.976 -3.483
C: 1.268 0.686 4.092
C: -1.262 3.078 -1.302
C: -0.569 -0.440 -0.179
C: 0.543 1.633 0.858
C: 0.485 -2.019 -5.690
C: 1.724 -0.350 -2.789
C: 2.458 1.351 2.457
C: -1.764 -4.085 -4.357
C: -2.553 -0.741 3.314
C: 0.930 -1.942 2.298
C: -3.383 -0.314 -2.307
C: 2.357 -1.128 -1.651
C: -0.163 -2.807 1.761
C: -0.763 0.823 0.586
C: -3.958 -1.214 3.503
C: 3.921 1.395 2.790
C: -0.138 4.386 -3.255
C: -0.027 3.724 -1.823
C: -1.946 -0.900 -2.497
C: 4.847 0.292 2.152
C: -1.001 2.523 3.225
C: 1.639 -0.770 4.285
H: -0.056 5.453 -3.048
H: 4.616 0.174 1.093
H: 1.668 -1.337 -0.833
H: 0.007 2.832 2.946
H: 0.907 2.052 -0.080
H: -0.445 -0.492 -4.615
H: 1.354 -2.675 -5.648
H: 1.984 2.098 3.094
H: 2.170 0.317 2.647
H: -1.002 -2.297 1.287
H: 1.737 -0.930 5.359
H: 2.287 1.614 1.413
H: -2.102 3.737 -1.084
H: -3.340 0.775 -2.281
H: -1.533 -1.426 -1.636
H: -0.496 -2.452 -5.491
H: -4.027 -1.907 4.341
H: 0.896 0.882 3.087
H: 1.324 0.955 1.203
H: 2.041 1.408 4.355
H: 0.415 2.436 1.584
H: -0.929 -4.765 -4.525
H: -1.657 2.800 2.400
H: -1.070 2.603 -0.340
H: 1.025 0.010 -5.310
H: 5.903 0.546 2.241
H: -1.965 -3.589 -5.306
H: 0.406 0.864 4.734
H: -1.237 -0.220 -2.971
H: -4.000 -0.519 -3.181
H: 4.547 -0.605 2.694
H: -0.707 0.772 4.491
H: -4.341 -1.770 2.648
H: 0.049 -3.622 1.068
H: 0.215 -0.427 -0.936
H: -1.038 4.381 -3.870
H: -0.497 -3.200 2.721
H: -1.459 -0.598 -0.787
H: -1.246 2.951 4.197
H: 3.280 -0.640 -1.339
H: -4.642 -0.369 3.586
H: -0.319 -1.207 0.554
H: -0.531 0.578 2.638
H: -1.664 2.345 -2.001
H: 0.521 -1.685 -6.727
H: 2.757 -2.103 -1.930
H: 0.651 4.050 -3.927
H: 2.656 -0.873 3.907
H: -3.865 -0.644 -1.386
H: -2.651 -4.517 -3.894

Please write out number 1 again, unchanged.
A structure of composition C25H50MgN2P2 in a non-equilibrium geometry, computed with ωB97M-V with the def2-TZVPD basis set.

HOMO energy (spin up / spin down)	-6.93 / -6.40	eV
LUMO energy (spin up / spin down)	-0.34 / -1.63	eV
total charge	0
2S+1	1

Positions of all 80 atoms, in Å:
P: 1.641 2.994 1.046
P: -0.968 -1.427 0.825
Mg: 1.636 0.532 -0.176
N: 0.297 -0.544 0.458
N: 2.656 0.115 -1.664
C: 3.518 -0.953 -1.220
C: 1.039 0.321 -3.580
C: -1.287 -4.215 1.653
C: -0.128 -1.298 3.422
C: 1.753 -0.527 -2.620
C: -2.497 -1.121 -0.266
C: 3.439 0.933 -2.542
C: 0.009 3.641 0.234
C: -1.316 0.664 2.564
C: 0.566 1.962 -1.710
C: -1.305 -0.869 2.556
C: -1.425 3.229 -3.299
C: -2.027 -1.160 -1.711
C: -0.464 -3.253 0.809
C: -1.124 3.717 -1.991
C: 1.002 -3.325 1.256
C: -0.720 2.145 -3.729
C: -3.689 -2.058 -0.079
C: 2.966 4.117 0.244
C: -0.473 -3.765 -0.623
C: -2.968 0.301 -0.062
C: 1.397 3.593 2.825
C: 0.266 1.459 -2.998
C: -0.167 3.050 -1.238
C: -2.571 -1.334 3.217
H: 4.351 1.186 -2.006
H: -0.167 -2.375 3.655
H: -0.845 1.689 -4.700
H: 1.061 -1.180 -2.087
H: -2.346 -4.164 1.325
H: -0.928 -5.239 1.440
H: -0.262 -0.808 4.409
H: -1.159 -0.531 -1.853
H: -2.234 3.665 -3.851
H: 0.026 -4.743 -0.685
H: 2.826 2.584 1.825
H: 1.803 0.796 -4.275
H: 3.088 -1.701 -0.580
H: -2.133 1.001 -0.132
H: 0.292 -0.273 -4.110
H: 3.000 1.899 -2.835
H: 1.537 -2.452 0.856
H: -3.704 0.613 -0.816
H: -2.266 1.124 2.318
H: 2.832 -0.264 1.826
H: 3.721 0.186 -3.329
H: -1.647 4.518 -1.484
H: -4.549 -1.729 -0.688
H: 2.722 4.096 -0.812
H: 1.506 -4.227 0.908
H: 0.359 3.449 3.190
H: 3.754 -1.419 -2.252
H: 3.908 3.686 0.522
H: -2.492 -0.957 4.261
H: -3.473 0.430 0.893
H: 2.755 5.083 0.708
H: -0.859 3.306 0.850
H: 1.130 -3.306 2.333
H: -3.454 -3.076 -0.437
H: 0.085 4.751 0.179
H: 1.845 4.582 2.908
H: -2.784 -0.821 -2.425
H: 2.043 2.897 3.402
H: -0.558 1.058 1.889
H: -1.096 -4.031 2.736
H: 2.409 -1.129 -3.240
H: 0.808 -0.984 2.982
H: -1.059 1.044 3.557
H: -2.604 -2.433 3.292
H: -4.047 -2.029 0.967
H: 0.082 -3.075 -1.292
H: -1.766 -2.158 -2.060
H: -3.461 -0.844 2.794
H: 4.384 -0.672 -0.713
H: -1.484 -3.948 -0.961

Q: What is the formula in the fourth record?
A: C25H50NO4PSiZn